11 unconnected molecules or ions with the total composition C22H50O35S8, computed with ωB97M-V/def2-TZVPD.

Frontier orbital gap   9.9 eV
Calculated total energy   -6686.71505 hartree
HOMO level   -10.38 eV

Geometry as XYZ:
```
115
C22H50O35S8 | the Open Molecules 2025 dataset | ωB97M-V/def2-TZVPD
O 9.100 19.088 17.815
S 10.479 19.591 17.833
O 11.038 19.732 19.202
O 11.588 18.841 16.864
C 12.104 19.677 15.830
C 11.144 20.949 15.711
O 10.653 21.062 17.022
H 13.097 19.979 16.163
H 12.193 19.070 14.929
H 10.381 20.711 14.970
H 11.634 21.850 15.343
O 12.483 9.829 18.643
S 12.124 9.234 17.311
O 12.730 7.964 16.895
O 10.488 9.478 16.935
C 10.238 9.992 15.615
C 11.573 10.246 14.958
O 12.377 10.333 16.081
H 9.631 9.350 14.976
H 9.679 10.909 15.801
H 11.622 11.110 14.296
H 11.873 9.346 14.422
O 14.724 11.586 14.152
S 15.191 10.352 14.802
O 15.346 10.285 16.239
O 14.438 8.961 14.272
C 14.790 8.577 13.034
C 16.300 8.940 12.943
O 16.543 9.952 13.935
H 14.502 7.539 12.869
H 14.244 9.238 12.361
H 16.552 9.258 11.931
H 16.938 8.103 13.228
O 11.564 14.394 6.401
S 11.753 15.360 7.515
O 13.088 15.913 7.744
O 10.662 16.568 7.315
C 9.694 16.827 8.337
C 10.303 15.995 9.507
O 10.839 14.892 8.825
H 9.707 17.904 8.505
H 8.739 16.519 7.912
H 9.525 15.742 10.226
H 10.997 16.590 10.101
O 15.798 17.881 17.804
S 15.668 16.779 16.855
O 14.322 16.426 16.424
O 16.743 16.937 15.613
C 17.179 15.684 15.210
C 16.674 14.595 16.214
O 16.470 15.427 17.307
H 16.797 15.402 14.229
H 18.263 15.635 15.097
H 17.408 13.832 16.472
H 15.739 14.110 15.932
O 16.530 10.947 8.383
S 15.263 10.957 9.117
O 15.269 10.664 10.579
O 14.220 12.239 8.719
C 12.896 11.805 8.522
C 12.874 10.313 8.698
O 14.176 9.951 8.382
H 12.249 12.250 9.279
H 12.442 12.165 7.599
H 12.140 9.799 8.078
H 12.723 10.152 9.765
O 17.135 12.997 13.333
S 17.603 13.109 11.911
O 18.330 12.059 11.248
O 16.514 13.751 10.835
C 17.173 14.424 9.795
C 18.248 15.194 10.485
O 18.479 14.549 11.693
H 17.577 13.760 9.030
H 16.471 15.171 9.424
H 17.906 16.226 10.571
H 19.097 15.171 9.803
O 15.141 16.657 11.467
S 14.102 16.462 12.470
O 13.870 17.533 13.446
O 12.649 16.114 11.785
C 12.416 14.719 11.909
C 13.627 13.992 12.600
O 14.272 15.082 13.294
H 11.535 14.546 12.527
H 12.204 14.156 11.001
H 14.236 13.573 11.799
H 13.190 13.221 13.236
C 14.628 20.838 12.034
C 14.939 20.905 13.455
O 15.301 22.242 13.862
H 13.937 21.596 11.667
H 14.346 19.815 11.787
H 15.599 20.932 11.547
H 15.767 20.237 13.691
H 14.189 20.376 14.043
H 14.477 22.618 14.179
C 8.444 13.261 12.359
C 7.160 13.998 11.932
O 7.242 15.344 12.335
H 8.343 13.112 13.434
H 9.311 13.750 11.916
H 8.428 12.291 11.862
H 6.374 13.482 12.484
H 7.003 13.995 10.854
H 6.366 15.722 12.227
C 11.909 13.503 16.490
C 10.916 14.745 16.292
O 9.915 14.393 15.357
H 12.242 13.158 15.511
H 11.522 12.691 17.105
H 12.876 13.826 16.876
H 11.509 15.521 15.808
H 10.433 15.067 17.214
H 9.395 15.169 15.133
```